{
  "formula": "C48H57ClN10S2Y",
  "method": "ωB97M-V/def2-TZVPD",
  "mol_weight_g_mol": 962.547,
  "multiplicity": 1,
  "total_energy_ha": -3705.689297,
  "orbital_gap_ha": 0.240,
  "lumo_ha": -0.0861,
  "e_above_lowest_kj_mol": 89.3,
  "total_charge": 1,
  "species": ["H", "C", "H", "H", "C", "H", "H", "C", "C", "C", "H", "H", "H", "H", "H", "C", "H", "H", "H", "C", "C", "C", "C", "H", "N", "H", "C", "C", "S", "C", "H", "H", "C", "C", "N", "H", "H", "H", "H", "H", "H", "C", "N", "H", "H", "H", "H", "N", "C", "H", "H", "H", "C", "C", "C", "C", "H", "H", "C", "C", "H", "C", "C", "C", "N", "H", "H", "N", "C", "H", "C", "C", "C", "H", "H", "C", "H", "H", "H", "N", "C", "C", "H", "H", "C", "C", "H", "H", "H", "C", "H", "Cl", "C", "C", "C", "N", "H", "H", "H", "Y", "C", "H", "N", "C", "C", "C", "H", "H", "H", "C", "S", "C", "H", "C", "H", "C", "N", "H", "C"],
  "xyz": [[3.176320, -3.780793, -1.778375], [0.148235, -0.485692, -3.945355], [0.798595, 1.615761, 3.455819], [-0.387318, 6.957089, 1.972690], [3.092097, 3.714850, -5.236144], [2.148421, 3.686154, 0.874017], [-0.383529, 6.846066, -4.196737], [-7.130773, 1.906825, 0.983743], [0.555422, 2.446052, -1.758433], [1.180800, 4.172917, 0.870894], [1.530282, -5.270603, 2.944167], [-1.217334, 0.668895, 4.243151], [-0.273301, -0.268058, -6.032185], [1.051319, -0.577463, 3.716864], [-8.202849, 1.942006, 0.852403], [-1.657289, -0.323793, 4.210872], [-0.033971, -2.307363, -5.034882], [3.487330, 2.122765, 0.981027], [5.246376, -6.417088, 0.732775], [-2.132289, 3.776270, -0.936172], [2.617696, 4.833907, -5.900461], [-6.407788, 3.076179, 1.154614], [-3.118028, -0.796793, 0.999205], [-1.195161, -5.692063, 0.653143], [0.488081, 1.489107, -2.701030], [4.580421, 1.038636, 1.828332], [1.005770, 5.386537, 1.521667], [-2.641037, -2.191288, 0.744508], [2.803416, -3.117682, 0.809999], [0.137843, 3.564585, 0.177503], [4.331821, -4.949230, -2.459317], [3.211237, 2.267994, 3.456083], [-0.908849, -1.387329, 3.696821], [-6.480679, 0.680205, 0.977556], [0.849259, 3.696019, -2.266835], [3.061181, 5.146925, -6.834859], [-5.034874, -1.439931, 1.217458], [-0.829342, 1.093786, -5.073829], [3.287453, 0.032621, -0.075888], [3.764499, -7.653909, 1.779274], [0.615102, 4.470087, -1.664899], [2.988511, -7.048927, 1.307523], [4.044669, -5.129491, -0.421713], [-3.534238, 0.385976, 4.987253], [2.019180, -7.385858, 1.680750], [-2.208471, 2.693770, -0.972830], [0.232245, -3.682737, 0.876418], [1.345519, 1.667339, 2.600111], [1.445551, 4.039099, -3.510858], [0.566232, 1.862248, -3.633240], [3.922084, 3.149312, -5.637840], [0.922364, -2.160369, 2.961895], [3.360887, -4.706865, 0.667715], [-0.023730, 0.362251, -5.180937], [0.284666, -2.663448, -2.935351], [2.623954, -5.251451, 2.928713], [0.588294, -2.704655, -0.862875], [-3.108373, 4.186932, -0.684333], [-1.643569, -4.708710, 0.653412], [0.345590, 0.072840, -2.666112], [-1.069366, 5.386913, -3.482733], [5.155370, -6.070706, -0.292469], [3.525640, 1.228621, 1.605177], [0.435295, -2.049997, -1.703271], [3.134606, -5.630979, 1.622096], [1.211628, 6.449986, -5.851841], [6.080079, -5.556974, -0.564429], [2.917184, 0.118229, 0.867612], [-3.567683, -1.712794, 4.573873], [-1.890063, 4.116361, -1.947556], [-2.833880, -2.817856, 4.168932], [-0.227249, 6.017567, 1.462004], [-1.245385, 5.454888, 0.706153], [5.029520, -6.930474, -0.951987], [-6.910903, 4.032203, 1.163468], [-1.522048, -2.648585, 3.758535], [-3.288958, -3.799395, 4.180833], [-4.585839, -3.108226, 0.496583], [-3.669856, -5.383376, 0.408201], [-4.449585, -0.622727, 1.186786], [0.115272, -1.864989, -4.056980], [-5.028884, 3.017748, 1.318948], [4.914042, -3.553124, -1.526007], [1.210666, 2.612124, 2.239654], [2.767029, 1.442088, 2.891991], [-2.970937, -0.467098, 4.633836], [0.881900, 0.915859, -5.448786], [2.922967, 2.480076, -3.493660], [3.154857, -0.766397, 1.319625], [-1.080102, 4.248201, 0.029358], [-7.041490, -0.235692, 0.838344], [-5.251756, -1.897756, 5.001367], [0.970433, 5.185385, -4.155662], [4.118200, -4.297590, -1.612977], [-0.840974, -3.584690, 0.770753], [-2.233673, 0.128305, 1.091265], [2.847684, 0.547921, 3.513904], [2.998338, -5.966532, 3.660106], [-0.953049, -3.519224, 3.450361], [0.348564, -0.043337, 0.840730], [1.575476, 5.563556, -5.347102], [-4.460304, 3.927792, 1.462200], [0.303891, 2.292005, -0.468693], [0.446332, -0.661198, -1.488239], [-5.112466, 0.626057, 1.167924], [2.519635, 3.325620, -4.034113], [-2.190191, 5.976952, 0.611337], [2.955314, -4.250113, 3.188034], [1.830164, 5.837225, 2.057148], [-3.518795, -3.251344, 0.581972], [-2.662125, 1.680170, 1.656770], [0.420855, -1.191062, 3.066043], [0.287425, -3.742795, -3.024487], [-0.160367, 5.984780, -3.570365], [3.020401, -7.201900, 0.232593], [-4.383850, 1.792167, 1.340526], [-1.320987, -2.342226, 0.784781], [0.073474, 6.367134, -2.572654], [-3.007354, -4.537174, 0.527348]],
  "forces_ev_per_angstrom": [[0.020, -0.037, 0.009], [0.021, -0.063, 0.030], [0.074, -0.100, -0.066], [0.004, 0.014, 0.008], [0.011, -0.045, 0.016], [0.013, 0.075, -0.033], [-0.002, -0.005, -0.017], [0.007, 0.053, -0.004], [-0.081, 0.066, -0.017], [-0.011, 0.021, 0.010], [-0.019, 0.023, 0.014], [-0.018, -0.007, 0.004], [0.015, 0.006, -0.010], [0.014, -0.024, 0.041], [-0.018, 0.007, 0.002], [-0.056, 0.138, 0.005], [-0.002, -0.026, 0.004], [-0.030, -0.039, -0.020], [0.071, 0.054, -0.088], [-0.030, 0.013, 0.000], [-0.058, 0.004, 0.074], [0.005, -0.088, -0.001], [-0.029, -0.204, 0.101], [0.001, -0.020, 0.000], [0.032, 0.064, 0.091], [-0.039, 0.044, 0.002], [-0.056, 0.002, -0.020], [-0.101, 0.288, 0.006], [0.125, -0.094, 0.006], [-0.162, -0.227, 0.020], [0.012, 0.011, -0.041], [-0.010, -0.010, -0.025], [0.183, -0.082, -0.026], [-0.006, 0.024, -0.013], [0.108, -0.107, -0.051], [0.017, 0.003, -0.021], [0.049, 0.084, 0.037], [-0.031, -0.013, 0.029], [-0.035, 0.066, 0.074], [-0.012, -0.008, 0.011], [0.116, -0.056, -0.047], [-0.103, 0.035, 0.049], [0.095, 0.058, -0.060], [-0.003, 0.020, 0.005], [0.003, -0.014, 0.001], [0.020, -0.095, 0.044], [0.063, 0.001, -0.009], [-0.541, 0.253, -0.249], [-0.122, -0.017, 0.151], [0.078, 0.008, 0.007], [0.005, -0.001, -0.010], [0.033, 0.012, 0.012], [-0.016, 0.091, -0.105], [-0.016, 0.019, -0.022], [-0.011, 0.172, -0.047], [0.005, -0.009, 0.007], [0.047, -0.087, 0.072], [-0.029, 0.011, 0.028], [0.065, 0.005, 0.002], [0.005, 0.285, -0.137], [0.024, -0.002, -0.024], [0.041, 0.067, -0.004], [0.246, -0.027, -0.119], [0.049, -0.084, -0.086], [-0.068, -0.116, 0.158], [0.011, 0.004, -0.023], [0.012, -0.016, -0.015], [-0.318, -0.436, -0.161], [-0.047, -0.076, -0.001], [-0.018, -0.017, 0.057], [-0.005, 0.055, 0.018], [0.044, -0.022, 0.013], [0.006, -0.041, -0.045], [0.000, -0.004, -0.004], [-0.007, 0.027, 0.001], [-0.013, -0.029, -0.026], [-0.004, -0.025, -0.005], [-0.004, 0.002, -0.014], [-0.004, -0.014, -0.009], [-0.040, 0.009, 0.034], [-0.019, -0.026, -0.012], [-0.001, 0.005, -0.015], [0.002, 0.020, -0.005], [0.052, -0.182, 0.223], [-0.046, 0.030, 0.203], [0.067, 0.005, -0.028], [0.045, -0.012, 0.019], [-0.042, -0.065, 0.029], [0.110, 0.098, -0.024], [-0.021, 0.132, 0.039], [-0.008, -0.022, -0.001], [0.067, 0.010, -0.020], [-0.018, -0.055, -0.047], [-0.009, -0.015, -0.002], [-0.133, 0.075, 0.000], [0.342, 0.451, -0.208], [-0.001, 0.002, -0.032], [-0.016, -0.010, 0.043], [-0.025, 0.019, 0.034], [-0.563, 0.439, 0.189], [0.000, 0.054, -0.034], [0.046, 0.011, -0.005], [0.126, -0.025, -0.139], [0.237, -0.292, -0.168], [0.027, -0.165, 0.004], [-0.023, 0.035, -0.019], [-0.015, 0.017, 0.000], [0.004, -0.061, -0.009], [0.013, 0.013, 0.019], [-0.004, -0.096, -0.018], [0.212, 0.142, 0.275], [-0.057, -0.308, 0.163], [0.010, -0.024, 0.007], [-0.025, 0.048, -0.044], [-0.055, -0.020, 0.054], [-0.151, 0.018, -0.082], [0.306, -0.071, 0.011], [0.026, 0.000, 0.021], [-0.033, 0.021, 0.004]],
  "mulliken_charge": [0.186, 1.138, 0.240, 0.477, -0.685, 0.572, 0.436, -0.587, -0.289, -0.390, 0.352, 0.267, 0.402, 0.654, 0.402, -0.071, 0.329, 0.292, 0.406, -0.966, -0.757, -0.858, 0.923, 0.576, 0.272, 0.483, -0.847, -0.347, -0.121, -1.436, 0.373, 0.445, 0.669, -0.778, 0.600, 0.406, 0.166, 0.367, 0.164, 0.348, -0.137, -1.279, 0.137, 0.481, 0.404, 0.057, 0.531, -0.038, 0.237, -0.228, 0.416, 0.034, 0.187, -1.522, -1.931, -1.120, 0.161, 0.580, -1.359, 0.564, 0.197, -1.234, -0.540, -0.021, 0.108, 0.389, 0.404, -0.387, 0.103, -0.102, -0.927, -1.086, -1.100, 0.333, 0.415, -0.080, 0.516, 0.533, 0.456, 0.306, -1.022, -0.707, 0.317, 0.025, -0.827, -0.920, 0.298, 0.497, -0.174, 2.303, 0.454, -0.239, 0.560, -0.896, -0.526, 0.068, 0.428, 0.400, 0.502, 0.718, -0.772, 0.525, 0.967, 0.794, -0.370, -0.045, 0.524, 0.353, 0.471, -1.333, 0.093, -1.273, 0.516, -1.237, 0.417, 1.034, 1.484, 0.324, -1.002]
}